A cluster of 2 separate species, C4H7NO2 in total. Source: OMol25; level of theory: ωB97M-V/def2-TZVPD.

XYZ file:
```
14
Properties=species:S:1:pos:R:3:forces:R:3:lowdin_charge:R:1
O 0.9232 -0.2781 -0.7131 -0.25 0.06 -0.16 -0.012
O -2.2167 1.6992 -1.5582 0.44 -0.22 -0.24 -0.014
N 1.1687 -1.7523 1.1812 0.28 0.20 0.16 0.149
C -1.2617 1.1447 -2.0448 -0.30 0.14 0.09 -0.158
C 0.7524 0.8191 0.3183 0.38 -0.36 0.34 -0.076
C -0.4725 0.2013 0.9723 -0.33 -0.06 -0.01 -0.041
C 0.5365 -0.7309 0.5039 0.00 -0.06 0.29 -0.531
H -0.4544 1.6957 -2.5641 -0.12 0.02 0.07 0.092
H -0.4955 0.2741 2.0626 -0.08 0.05 -0.18 0.120
H -1.1284 0.0493 -1.9961 -0.08 0.13 -0.03 0.081
H -1.4376 0.3299 0.4885 0.01 0.04 0.01 0.084
H 1.6407 1.1116 0.8568 0.08 -0.10 -0.14 0.109
H 1.8446 -2.2909 0.6619 -0.08 0.12 0.04 0.101
H 0.6007 -2.2727 1.8308 0.05 0.02 -0.24 0.096
```
Forces are in eV/Å.

Summary:
Structure (SMILES): N[C@]12C[C@@H]1O2.C=O
Gap between HOMO and LUMO: 8.5020 eV
HOMO level: -7.70 eV
LUMO: 0.802 eV
Energy relative to the best compared isomer or geometry (same formula, charge and spin): 122.00 kcal per mole

***

An isolated molecule of C16H20N2O5. Source: OMol25; level of theory: ωB97M-V/def2-TZVPD.

XYZ file:
```
43
Properties=species:S:1:pos:R:3:forces:R:3:lowdin_charge:R:1
O -1.5608 -0.0719 3.2143 0.10 -0.46 -0.14 0.043
O -1.8145 -2.9846 -0.3574 -0.23 -0.07 0.00 0.117
O 0.5614 -0.3177 -2.5037 -0.05 0.25 -0.22 0.139
O 0.5806 1.9094 -2.4115 -0.05 0.28 0.23 -0.032
O 2.4852 -1.6387 -0.9349 0.17 -0.05 -0.08 0.124
N -1.2013 0.8079 -0.2688 -0.42 -0.02 -0.31 0.099
N 0.3847 -2.5543 -0.8329 0.09 -0.33 -0.12 0.003
C -1.7830 0.5957 2.0625 -0.26 0.80 -0.38 -0.234
C 3.1698 1.8199 -0.7719 0.01 0.09 0.19 -0.083
C -0.5863 -1.2274 0.8187 -0.30 0.21 0.10 -0.082
C 0.2703 0.7493 -0.3569 0.22 0.35 -0.03 -0.288
C 2.3703 2.0270 0.5079 -0.12 0.04 -0.16 -0.225
C -0.8050 -2.3531 -0.1796 0.10 0.20 0.17 -0.378
C -2.1184 2.0150 3.7409 0.10 -0.45 0.32 -0.056
C -2.1326 1.8862 2.3300 0.15 -0.60 -0.23 -0.026
C 0.5352 0.7038 -1.8613 -0.09 -0.22 -0.08 -0.446
C 1.3436 -1.5966 -0.5625 0.00 -0.09 0.54 -0.405
C 0.7257 1.9426 -3.8262 0.05 -0.14 -0.40 -0.025
C 0.7084 -0.5672 0.3581 0.05 0.12 -0.01 -0.048
C 0.5830 -3.5798 -1.8280 0.07 -0.08 -0.09 0.013
C -1.6553 -0.1253 0.7521 0.01 -0.40 0.29 -0.184
C -1.7665 0.7948 4.2231 -0.20 0.75 0.38 -0.116
C 0.8516 2.0019 0.3169 0.28 -0.10 0.09 -0.117
H 0.7654 2.9931 -4.1015 0.00 -0.05 0.03 0.097
H 2.8903 2.5552 -1.5223 0.03 0.06 -0.11 0.074
H 0.5466 2.8594 -0.2829 -0.08 0.01 0.09 0.123
H -0.1220 1.4509 -4.3074 0.07 0.05 0.03 0.100
H -2.3406 2.8942 4.3096 -0.03 0.14 0.20 0.100
H -0.2981 -4.2185 -1.8313 0.06 0.03 -0.01 0.093
H -1.6317 0.4246 5.2197 0.05 -0.14 0.10 0.118
H 2.6252 2.9997 0.9353 0.02 -0.05 0.09 0.110
H 1.6433 1.4304 -4.1217 -0.07 0.06 0.01 0.104
H -2.3623 2.6410 1.6080 -0.01 0.13 -0.23 0.112
H 1.4742 -4.1570 -1.5833 -0.04 0.00 -0.05 0.098
H 1.3934 -0.3329 1.1711 0.01 -0.07 -0.08 0.156
H 3.0093 0.8212 -1.1724 0.09 -0.11 -0.11 0.063
H 0.7153 -3.1132 -2.8046 0.00 -0.04 0.00 0.100
H 0.3690 2.0929 1.2916 -0.04 0.01 -0.05 0.113
H 4.2321 1.9280 -0.5644 0.10 -0.05 -0.06 0.078
H 2.6745 1.2722 1.2359 0.01 0.04 0.09 0.101
H -1.6278 0.5851 -1.1610 -0.03 -0.08 0.13 0.135
H -0.5301 -1.6597 1.8194 0.06 -0.07 -0.10 0.165
H -2.6289 -0.5486 0.4774 0.15 0.04 -0.04 0.166
```
Forces are in eV/Å.

Summary:
Structure (SMILES): CCC[C@]1(C(=O)OC)N[C@H](c2ccco2)[C@H]2C(=O)N(C)C(=O)[C@H]21
Gap between HOMO and LUMO: 9.3952 eV
HOMO level: -8.67 eV
LUMO: 0.726 eV
Energy relative to the best compared isomer or geometry (same formula, charge and spin): 18.79 kcal per mole

***

A cluster of 7 separate species, C44H32BrF3O31S in total. Source: OMol25; level of theory: ωB97M-V/def2-TZVPD.

XYZ file:
```
112
Properties=species:S:1:pos:R:3:forces:R:3:lowdin_charge:R:1
Br 0.9466 -6.0358 -5.2225 -1.22 0.88 1.64 0.634
S 1.6910 0.8596 -2.5739 4.48 6.57 -4.53 0.939
F -0.6431 1.5805 -1.1916 4.78 -2.69 0.92 -0.008
F 0.7260 -0.2068 -0.1236 -0.41 4.27 -3.20 0.029
F 1.4513 2.0647 -0.1593 -2.53 -3.77 -2.99 0.013
O -6.3162 11.7623 2.9381 0.61 -0.59 0.20 0.102
O 1.1302 1.9974 -3.5140 0.64 -4.85 3.62 -0.350
O -9.5132 2.5853 -4.4731 0.53 -0.13 0.76 0.107
O -6.5994 3.6446 -0.1602 -0.53 0.12 -0.70 0.105
O -2.8541 -4.5482 4.3952 0.73 0.08 -0.73 0.113
O 4.1522 -4.4602 6.6308 0.41 -0.37 -0.71 0.105
O 9.4791 -5.8103 3.0890 0.78 1.39 -1.20 0.080
O -5.2311 7.2523 -1.2157 1.62 -2.17 -5.20 0.019
O -2.5457 3.4156 -0.5591 -0.38 0.64 -0.83 0.115
O 3.2031 1.2089 -2.3808 -5.41 -2.53 0.26 -0.334
O -7.8784 5.7528 -1.3658 0.27 -2.06 -0.12 0.079
O 0.5074 -1.6758 -2.7157 0.31 -1.92 -2.26 -0.076
O 4.6265 -3.4137 -0.7036 -0.99 2.34 -2.91 -0.034
O 3.8452 -3.0028 2.1427 0.98 -1.75 1.09 0.078
O -3.5478 7.2460 2.5486 -0.61 0.64 -0.21 0.110
O 5.8372 -6.5409 6.0264 -1.03 1.51 -0.77 0.080
O -4.6436 6.9874 -3.8838 0.18 -0.40 0.78 0.108
O 7.9745 -4.1600 -1.0794 0.49 0.30 0.26 0.091
O -0.4681 -2.7091 -4.7872 3.25 0.51 8.01 0.021
O 10.1117 -2.4644 -1.3803 -0.86 -1.33 1.14 0.080
O -1.8866 3.2042 -3.2150 -1.31 1.24 1.38 0.081
O -0.8142 -2.7706 3.9343 -0.89 -1.77 -0.76 0.088
O 3.4277 -1.3321 -0.7309 1.67 -7.19 -4.85 0.017
O -1.8316 -7.1766 0.5993 0.94 1.64 0.68 0.083
O -1.5718 -6.2299 -3.8086 8.18 5.36 -0.04 -0.094
O 5.4582 -5.1365 1.5268 -0.25 0.22 0.81 0.094
O -4.2984 11.3607 4.7551 -0.94 -0.77 -1.56 0.079
O -5.5065 7.6886 0.6775 0.24 2.02 5.77 0.029
O 11.5692 -4.0501 2.8295 -0.76 -0.24 -0.55 0.112
O -8.3067 0.4646 -3.2156 -0.26 1.98 0.06 0.080
O 0.2623 -5.4499 0.1895 -0.53 -0.10 0.29 0.078
C -3.8701 9.2919 3.6901 0.09 -0.36 -0.16 0.077
C -5.2514 8.6127 1.6741 -0.81 -1.24 -1.27 -0.176
C -1.0207 -3.8509 3.0962 0.70 1.71 0.93 -0.202
C -5.6766 10.7228 2.8229 -0.82 0.45 -0.63 -0.309
C 8.8033 -4.1601 -0.1754 -0.78 -0.57 0.04 -0.294
C -4.1654 8.3013 2.6435 0.85 -0.44 0.52 -0.297
C -0.1867 -4.2574 -2.7821 -0.48 0.70 0.52 -0.057
C 9.5890 -4.9939 1.9784 -0.57 -1.25 1.25 -0.201
C -3.8955 5.3396 -0.8216 0.17 -0.18 -0.01 0.077
C 4.4567 -4.5910 5.4504 -0.64 0.76 0.55 -0.308
C -4.5719 10.4237 3.7757 0.76 0.89 1.48 -0.208
C -8.8588 2.8459 -3.4697 -0.62 0.55 -0.75 -0.306
C 5.3581 -5.7020 5.0371 0.93 -1.41 0.94 -0.206
C -2.7257 4.2078 -2.7670 1.18 -1.32 -1.17 -0.198
C -2.1552 -4.7622 3.4104 -0.97 -0.41 0.62 -0.302
C -4.4145 6.2318 -1.6674 -1.00 1.17 0.67 -0.181
C -7.9989 4.4680 -1.8628 -0.18 1.94 0.27 -0.204
C -8.1633 1.7532 -2.7349 0.13 -1.90 -0.24 -0.207
C -0.4273 -5.4920 -3.8426 -6.66 -3.56 0.48 -0.582
C 3.3161 -2.7910 -2.9575 0.91 -0.48 0.10 -0.077
C 8.6777 -5.0299 1.0043 -0.15 0.08 -0.43 0.076
C 2.8580 -1.5189 -3.8804 0.33 -0.96 -0.17 -0.116
C -7.2813 3.3792 -1.1445 0.60 -0.54 0.73 -0.302
C -2.3977 -5.8982 2.5079 -0.08 0.20 0.28 0.081
C 9.9868 -3.2607 -0.2567 0.65 1.23 -1.25 -0.206
C -1.6083 -6.1123 1.4535 -0.72 -1.57 -0.82 -0.206
C 10.7584 -4.0743 1.9102 0.95 0.49 0.35 -0.303
C -3.2474 5.0978 -3.6133 -0.34 0.42 -0.08 0.080
C -8.7328 4.2159 -2.9483 -0.13 -0.28 -0.28 0.080
C 10.8964 -3.2220 0.7189 0.09 -0.12 0.30 0.081
C -3.0253 4.2586 -1.3096 0.12 -0.41 1.22 -0.287
C -7.4266 2.0060 -1.6513 0.16 0.26 0.26 0.078
C 3.7610 -2.4225 -1.4244 -0.50 4.21 3.84 -0.224
C -0.2291 -4.0668 2.0439 0.16 -0.29 -0.46 0.081
C -4.1372 6.1647 -3.1290 0.15 0.10 -1.15 -0.302
C 1.4390 -0.8164 -3.4580 -0.43 -0.75 -2.26 -0.282
C 4.3018 -3.8586 3.1283 -0.97 1.58 -1.13 -0.201
C -0.4567 -5.2168 1.1548 0.69 0.57 -0.09 -0.301
C 3.9647 -3.6782 4.4067 0.04 -0.20 0.50 0.078
C 5.1807 -4.9857 2.7119 0.57 -0.67 -0.54 -0.293
C 0.7370 1.0080 -0.9698 -1.34 1.62 5.09 -0.251
C -5.9556 9.7428 1.7616 -0.06 0.50 0.25 0.080
C -0.0337 -2.7713 -3.5277 -2.15 -1.03 -5.34 -0.231
C 5.6923 -5.8842 3.7582 -0.02 0.10 -0.39 0.077
H -3.0399 5.0713 -4.6754 -0.01 0.00 0.06 0.138
H -1.5153 -2.8340 4.6192 0.28 0.04 -0.25 0.119
H -7.2965 5.6744 -0.5785 -0.18 0.16 -0.30 0.104
H -3.2369 -6.5425 2.7381 0.06 0.04 -0.01 0.140
H -1.1270 -7.1165 -0.0819 -0.32 -0.08 0.27 0.114
H 2.6986 -1.9481 -4.9831 0.17 0.91 2.47 0.150
H 4.2256 -3.3442 1.3041 -0.08 0.28 -0.04 0.070
H -3.0660 9.0608 4.3774 -0.05 0.01 -0.04 0.137
H -5.4794 7.7620 -2.0175 0.06 -0.27 0.11 0.139
H -8.8836 0.5438 -4.0063 0.24 -0.03 0.31 0.117
H 0.6959 -4.4886 -2.0427 -1.68 0.43 -1.57 0.113
H -6.7493 9.9808 1.0650 0.01 -0.02 0.07 0.137
H 7.8217 -5.6918 1.0420 0.00 0.09 -0.02 0.121
H 0.6005 -3.4138 1.8051 0.01 -0.01 0.02 0.135
H 3.7737 -0.7929 -3.9536 -2.13 -1.00 0.37 0.140
H -9.2579 4.9980 -3.4815 0.04 -0.05 0.02 0.139
H 2.5381 -3.6902 -2.9425 1.64 2.09 0.12 0.117
H 0.9044 -0.5158 -4.4825 1.12 -0.16 2.42 0.171
H 5.4642 -3.5607 -1.2441 -1.40 0.00 0.87 0.114
H 5.4520 -6.2031 6.8641 0.14 -0.13 -0.34 0.116
H 3.3248 -2.8644 4.7231 0.03 -0.04 -0.02 0.138
H 9.3298 -2.6736 -1.9365 0.36 0.10 0.25 0.114
H -1.1765 -4.1972 -2.1199 2.13 -0.23 -1.56 0.157
H 6.3448 -6.6890 3.4435 -0.02 0.04 0.04 0.135
H 4.2873 -3.2471 -3.4816 -2.08 0.97 1.18 0.147
H 11.7603 -2.5714 0.6738 -0.06 -0.03 0.01 0.139
H -6.9139 1.2216 -1.1089 -0.02 0.06 -0.03 0.138
H -4.0906 5.3753 0.2428 0.11 -0.26 -0.01 0.126
H 10.2577 -5.5967 3.6479 -0.31 -0.08 -0.20 0.118
H -4.9419 12.0876 4.6076 0.25 -0.30 0.05 0.116
H -1.6431 2.6907 -2.4140 0.03 0.24 -0.45 0.074
H -4.8670 6.9588 0.8286 -0.32 0.53 0.08 0.089
```
Forces are in eV/Å.

Summary:
Structure (SMILES): O=C(O)CC[C@@H](OC(=O)CC(=O)Br)S(=O)(=O)C(F)(F)F.O=C1C=C(O)C(=O)C=C1O.O=C1C=C(O)C(=O)C=C1O.O=C1C=C(O)C(=O)C=C1O.O=C1C=C(O)C(=O)C=C1O.O=C1C=C(O)C(=O)C=C1O.O=C1C=C(O)C(=O)C=C1O
Gap between HOMO and LUMO: 7.5818 eV
HOMO level: -9.59 eV
LUMO: -2.012 eV
Energy relative to the best compared isomer or geometry (same formula, charge and spin): 139.65 kcal per mole

***

An isolated molecule of C7H10NP. Source: OMol25; level of theory: ωB97M-V/def2-TZVPD.

XYZ file:
```
19
Properties=species:S:1:pos:R:3:forces:R:3:lowdin_charge:R:1
P -2.1343 1.2489 -0.5024 0.13 0.21 -0.67 0.826
N -1.1420 0.1485 0.2846 2.37 -0.73 -0.29 -0.492
C 0.8441 1.4724 0.6054 -1.31 -0.98 -0.10 -0.074
C 3.0347 0.7765 -0.0322 -0.45 -1.32 -0.75 -0.093
C -1.7243 -1.1146 0.6734 -2.25 1.58 -0.43 -0.156
C 0.3203 0.2348 0.1209 -1.92 1.96 1.30 -0.282
C 1.1767 -0.6970 -0.3877 0.36 -2.37 -1.64 -0.075
C 2.1653 1.7679 0.4321 1.67 1.30 0.81 -0.104
C 2.5395 -0.4803 -0.4488 0.50 1.71 0.13 -0.093
H 1.0084 -1.6586 -0.9439 -1.25 0.98 1.02 0.128
H 0.1209 2.1016 1.1510 0.63 -0.05 -0.58 0.105
H 3.1104 -1.2567 -0.9868 0.16 0.73 0.71 0.109
H -3.2057 0.9743 0.3340 -0.72 0.27 0.37 -0.116
H -2.6925 -0.8358 1.1730 1.01 -0.46 0.34 0.072
H -2.6541 0.3286 -1.4530 -0.23 0.15 -0.40 -0.107
H -2.1339 -1.7265 -0.1327 0.74 -0.32 -0.44 0.072
H 4.0806 0.9337 -0.1332 0.70 0.45 0.01 0.083
H -1.0226 -1.5650 1.2997 0.68 -1.36 1.06 0.064
H 2.5986 2.7860 0.7458 -0.79 -1.74 -0.45 0.131
```
Forces are in eV/Å.

Summary:
Structure (SMILES): CN(P)c1ccccc1
Gap between HOMO and LUMO: 9.2230 eV
HOMO level: -8.26 eV
LUMO: 0.958 eV
Energy relative to the best compared isomer or geometry (same formula, charge and spin): 0.50 kcal per mole

***

For the records above, the corresponding F_max values read 0.62, 0.93, 9.77, 3.04 eV/A.